[1]
The following is a DFT calculation (ωB97M-V/def2-TZVPD) of a structure of composition C31H29BaF5N4O7PSe2.

Values from the calculation:
energy relative to the best compared isomer or geometry (same formula, charge and spin): 0.0 kJ/mol
orbital gap: 6.97 eV

```
! wB97M-V def2-TZVPD RIJCOSX def2/J DEFGRID3
* xyz -1 1
Ba 0.93306 0.52900 0.34839
C 0.98283 -3.79029 -2.62752
N 1.98138 -2.77722 -3.01998
C 3.15038 -3.34204 -3.75561
C 1.99980 -1.69558 -2.15346
O 1.22607 -1.53213 -1.21017
C 3.00394 -0.60336 -2.59150
O 2.85109 0.44175 -1.67410
C 3.30435 1.72170 -2.04354
C 2.09951 2.59128 -2.25666
O 0.97756 2.10530 -2.33567
N 2.31254 3.90787 -2.44566
C 1.09592 4.70736 -2.64176
C 3.53457 4.53895 -2.03622
H 0.44896 -4.18077 -3.49839
H 0.29878 -3.31506 -1.94232
H 1.48408 -4.58825 -2.11028
H 2.72992 -4.09757 -4.42820
H 3.83061 -3.80978 -3.04206
H 3.67367 -2.60548 -4.39103
H 2.74919 -0.22843 -3.57543
H 4.02131 -1.02525 -2.60982
H 3.85561 1.72929 -2.98843
H 3.94778 2.09282 -1.25468
H 0.46132 4.29238 -3.43310
H 1.30900 5.71989 -2.91077
H 0.51759 4.72548 -1.70022
H 4.34437 4.34514 -2.70097
H 3.79092 4.22426 -1.04601
H 3.39327 5.60153 -1.98688
Se -1.64830 -1.31423 1.75404
P -2.93973 -1.17620 0.09189
Se -2.04597 0.19952 -1.35113
C -4.53057 -0.48307 0.66512
C -4.96867 0.73533 0.16704
C -5.97455 1.45328 0.80773
C -6.57270 0.90490 1.96962
C -6.20416 -0.35458 2.40469
C -5.17838 -1.05129 1.77395
C -3.35098 -2.79916 -0.60901
C -2.66579 -3.97165 -0.25416
C -3.00305 -5.19291 -0.84544
C -4.09114 -5.26410 -1.70952
C -4.79235 -4.10738 -2.04527
C -4.43732 -2.89964 -1.48292
H -4.42331 1.08890 -0.67138
H -6.29185 2.41675 0.47239
H -7.32173 1.40020 2.56786
H -6.65088 -0.77618 3.29633
H -4.86579 -2.02828 2.16247
H -1.87829 -3.87902 0.47281
H -2.43776 -6.10182 -0.55450
H -4.39287 -6.18889 -2.17737
H -5.66733 -4.18326 -2.70433
H -4.94646 -1.95534 -1.73141
O 0.85964 6.23595 4.16155
C -0.37045 5.76219 4.27354
O -1.24434 6.21719 4.96814
C -0.71071 4.48838 3.41915
C -1.97070 3.90937 3.29547
N -1.85756 2.90291 2.42716
N -0.59516 2.76150 1.99381
C 0.11632 3.73987 2.54527
C 1.55456 3.98504 1.96620
O 2.04108 5.10218 2.29132
O 2.07685 3.07864 1.25252
H 1.38587 5.77949 3.38349
H -2.91321 4.14839 3.73465
H -2.54248 2.21877 2.12103
F 2.82213 -0.38657 3.53090
C 3.41219 -1.48024 3.01815
C 3.07364 -1.86549 1.72493
C 3.65543 -3.05631 1.30213
F 3.31890 -3.55393 0.07177
C 4.48352 -3.81983 2.08900
F 4.95545 -5.01064 1.68786
C 4.83505 -3.34179 3.33503
F 5.72067 -4.01245 4.08347
C 4.26580 -2.17594 3.83718
F 4.59810 -1.78140 5.07887
*
```

[2]
The following is a DFT calculation (ωB97M-V/def2-TZVPD) of a structure of composition C10H15DyN3OP.

Values from the calculation:
energy relative to the best compared isomer or geometry (same formula, charge and spin): 0.0 kJ/mol
orbital gap (spin up / spin down): 6.34 / 4.17 eV
<S²>: 9.80

```
! wB97M-V def2-TZVPD RIJCOSX def2/J DEFGRID3
* xyz 0 6
C -0.31947 -1.05106 -1.13955
C -0.99117 -1.70300 -0.02994
C -2.34411 -1.25353 -0.02024
C -2.57262 -0.42114 -1.17412
C -1.33619 -0.26503 -1.89931
Dy 0.44922 1.87995 -0.60600
P 2.92970 0.74472 -0.47348
H 0.61111 -1.40108 -1.59160
H -0.49569 -2.36780 0.70012
H -3.10462 -1.48498 0.75749
H -1.21213 0.08311 -2.95902
H -3.54003 0.01476 -1.45601
H 3.35915 1.21586 -1.79583
H 3.35347 -0.61834 -0.52127
H 3.89090 1.37278 0.40153
C -1.10867 4.47583 3.01706
N -0.23363 3.29117 2.92766
C 0.60511 3.11070 4.00476
C 1.41492 2.01211 4.03281
C 1.37853 1.12648 2.93095
N 0.65145 1.41616 1.77823
C -0.21583 2.45556 1.87538
O -0.93742 2.69936 0.80852
N 2.07060 -0.01740 2.81765
H -1.86813 4.46328 2.24518
H -0.56231 5.42253 2.92225
H -1.58749 4.49885 4.00386
H 0.55662 3.87309 4.79781
H 2.12182 1.83096 4.84923
H 2.66824 -0.35365 3.56214
H 1.84001 -0.67705 2.07681
*
```

[3]
The following is a DFT calculation (ωB97M-V/def2-TZVPD) of a structure of composition C33H24MoN2O6S5.

Values from the calculation:
orbital gap (spin up / spin down): 6.82 / 6.81 eV

```
! wB97M-V def2-TZVPD RIJCOSX def2/J DEFGRID3
* xyz 0 1
Mo 0.08113 0.92099 -0.56514
O 0.94302 5.69597 1.59879
C 0.86245 5.48691 0.43175
S 0.70234 5.63978 -1.93126
C -0.34905 2.91731 -1.24058
C -1.32282 3.51766 0.99397
S -0.41661 2.15182 1.51862
S -2.30640 4.38079 1.96130
S -0.99961 1.93554 -2.50748
C 4.49613 -5.58299 0.97989
C 3.94508 -4.32586 0.36784
C 2.91529 -3.62530 0.99473
C 2.41579 -2.45278 0.45837
C 2.95747 -1.98337 -0.73248
C 3.98438 -2.65576 -1.37907
C 4.46944 -3.82748 -0.82156
S 2.32147 -0.52910 -1.47718
O 3.19365 -0.14085 -2.53950
O 0.89209 -0.77039 -1.81625
N 2.11487 0.61896 -0.35301
C 2.93605 1.76330 -0.32554
C 4.28836 1.82935 -0.04462
C 4.88465 3.07976 -0.01214
C 4.14413 4.23770 -0.23496
C 2.79057 4.19301 -0.54029
C 1.98414 5.45239 -0.61868
C -0.37103 5.32939 -0.46781
C -1.09688 3.96083 -0.45105
N 0.95017 2.56848 -1.04471
C 2.21079 2.92699 -0.61215
H 3.73147 -6.11305 1.54613
H 5.31084 -5.34533 1.66718
H 4.89121 -6.25309 0.21740
H 2.49152 -4.00377 1.91677
H 1.61488 -1.91788 0.95078
H 4.38807 -2.26276 -2.30171
H 5.26686 -4.36430 -1.32053
H 4.85106 0.92881 0.16190
H 5.93813 3.16232 0.21803
H 4.62828 5.20266 -0.15325
H 2.63711 6.32028 -0.54065
H -1.10243 6.10882 -0.26161
H -2.07088 4.09729 -0.91923
O -2.11179 0.45364 -0.24932
C -2.43588 -0.82362 0.37584
C -1.13024 -1.29924 1.03703
O -1.10564 -2.29769 1.70771
O -0.07253 -0.56513 0.77570
C -2.85062 -1.76813 -0.73961
C -4.14552 -1.67710 -1.24655
C -4.52460 -2.43869 -2.34083
C -3.61291 -3.29886 -2.93645
C -2.32215 -3.38975 -2.43751
C -1.93939 -2.62634 -1.34430
C -3.49773 -0.62629 1.44407
C -4.13169 -1.74645 1.97566
C -5.07181 -1.60073 2.98140
C -5.38647 -0.33704 3.46517
C -4.75236 0.77708 2.94064
C -3.80660 0.63588 1.93345
H -2.61359 0.55378 -1.07201
H -4.86313 -1.02024 -0.76863
H -5.53402 -2.36487 -2.72366
H -3.90916 -3.89727 -3.78806
H -1.60576 -4.05568 -2.90014
H -0.92585 -2.70540 -0.97097
H -3.87667 -2.73159 1.60757
H -5.55847 -2.47636 3.39098
H -6.12218 -0.22437 4.25100
H -4.98171 1.76577 3.31658
H -3.30871 1.51165 1.54421
*
```

Total energy? In order: -7613.6809 -1855.8411 -3892.0789 Eh.